129
Properties=species:S:1:pos:R:3:forces:R:3:mulliken_spin:R:1 method="wB97M-V/def2-TZVPD" gap_ev="7.51 / 7.02" e_tot_ev=-333299.7594 max_force_ha_per_bohr=0.01097 homo_energy_ev="-9.15 / -10.18" s2=0.755 molar_mass_g_mol=1214.8 multiplicity=2 total_charge=+1
Na 0.373124 -0.525369 0.317594 0.0 0.5 0.1 0.018
C -4.061850 1.188851 0.262512 -0.1 0.0 0.0 0.000
C -3.412847 2.083806 1.315356 0.0 0.1 0.0 0.000
S -1.698394 1.671440 1.777521 0.0 0.0 0.0 0.000
C -0.970029 3.322542 1.639984 0.0 0.0 0.0 -0.001
C 0.494566 3.319919 2.048519 0.0 0.1 0.0 0.003
S 1.610196 2.248363 1.110323 0.0 -0.1 0.0 0.010
C 1.961550 3.234094 -0.366453 0.1 0.0 0.0 0.048
C 0.839935 3.432853 -1.380467 0.0 0.0 0.1 -0.012
S 0.042754 1.861938 -1.794292 0.0 -0.1 0.0 -0.005
C -1.429291 2.447327 -2.673097 0.0 0.1 -0.1 0.016
C -2.679554 2.508008 -1.806729 0.0 0.1 0.0 0.002
S -3.111486 0.849214 -1.228046 0.0 0.0 0.0 0.000
H -5.034246 1.614229 0.005776 0.0 0.0 0.0 0.000
H -4.257568 0.196289 0.669399 0.0 0.0 0.0 0.000
H -4.038706 2.063454 2.208656 0.0 0.0 0.0 0.000
H -3.403333 3.119524 0.975950 0.0 0.0 0.0 0.000
H -1.508452 4.005672 2.299429 0.0 0.0 0.0 -0.001
H -1.087718 3.673647 0.616374 0.0 0.0 0.0 0.000
H 0.591793 2.993477 3.084527 0.0 0.0 0.0 0.000
H 0.891630 4.336247 1.997668 0.0 0.0 0.0 0.000
H 2.794222 2.715662 -0.845583 0.0 0.0 0.0 -0.021
H 2.341636 4.207932 -0.052148 0.0 0.0 0.0 0.000
H 1.277420 3.865746 -2.282891 0.0 0.0 0.0 -0.004
H 0.092107 4.128917 -0.999142 0.0 0.0 0.0 0.001
H -1.585152 1.789358 -3.528045 0.0 0.0 0.0 0.000
H -1.206166 3.435248 -3.079866 0.0 0.0 0.0 0.000
H -3.503484 2.927862 -2.387652 0.0 0.0 0.0 0.000
H -2.497297 3.163255 -0.955630 0.0 0.0 0.0 0.000
C -7.661876 -3.584051 -1.693181 -0.1 0.0 0.0 0.000
S -6.101932 -2.854104 -1.173815 0.0 0.0 0.0 0.000
C -5.000874 -3.643035 -2.378161 0.0 0.0 -0.1 0.000
C -3.566155 -3.163144 -2.182577 0.0 0.0 -0.1 0.002
C -3.008641 -3.624680 -0.841388 0.0 -0.1 0.1 0.002
N -1.810941 -2.899794 -0.382476 -0.1 0.1 0.0 0.005
P -1.582253 -2.418040 1.277588 0.0 -0.3 0.0 -0.012
C -1.000670 -3.910161 2.170211 0.0 0.1 0.0 -0.002
C -0.466706 -3.700070 3.441019 0.0 0.0 0.0 0.001
C -0.059259 -4.769220 4.220442 0.0 0.0 0.0 0.000
C -0.173892 -6.065971 3.735454 0.0 0.0 0.0 0.000
C -0.710155 -6.284371 2.476937 0.0 0.0 -0.1 0.000
C -1.126049 -5.210777 1.700683 0.0 -0.1 0.0 0.002
C -3.235394 -2.351309 2.067733 0.0 0.0 0.0 -0.001
C -3.608835 -1.154523 2.666701 0.0 0.1 0.0 0.001
C -4.790332 -1.053617 3.391104 0.0 0.0 0.0 0.000
C -5.611472 -2.158238 3.526714 0.0 0.0 0.0 0.000
C -5.232036 -3.373901 2.967600 0.0 0.1 0.0 0.000
C -4.047679 -3.473426 2.262957 0.0 0.0 0.0 0.000
P -0.289319 -2.852518 -1.183144 0.2 -0.2 0.1 -0.015
C 0.312279 -4.572898 -1.133685 -0.1 0.0 0.0 -0.002
C -0.376399 -5.648264 -1.700999 0.0 0.0 -0.1 -0.005
C 0.074387 -6.946471 -1.527700 0.0 0.0 0.0 0.000
C 1.223016 -7.191125 -0.784380 0.0 0.0 0.0 0.000
C 1.911088 -6.135344 -0.207625 0.0 0.0 0.0 0.000
C 1.448701 -4.839214 -0.377955 0.1 0.0 0.0 0.011
C -0.593777 -2.538740 -2.951467 -0.1 0.0 0.0 -0.026
C -0.292183 -3.425173 -3.979802 0.1 0.0 0.0 0.000
C -0.540507 -3.080682 -5.300907 0.0 0.0 0.0 -0.001
C -1.082777 -1.845117 -5.611566 0.0 0.0 0.0 -0.001
C -1.349424 -0.937139 -4.594941 0.0 0.0 0.0 -0.001
C -1.092008 -1.278635 -3.279137 0.0 0.0 0.0 0.034
H -8.439196 -3.196193 -1.037982 0.0 0.0 0.0 0.000
H -7.637550 -4.669093 -1.599363 0.0 0.0 0.0 0.000
H -7.903181 -3.309769 -2.719464 0.0 0.0 0.0 0.000
H -5.336490 -3.384917 -3.383769 0.0 0.0 0.0 0.000
H -5.068579 -4.729524 -2.271723 0.0 0.0 0.0 0.000
H -3.543680 -2.071358 -2.223091 0.0 0.0 0.0 0.000
H -2.961426 -3.521856 -3.017609 0.0 0.0 0.0 0.000
H -2.842328 -4.709535 -0.849058 0.0 0.0 -0.1 0.000
H -3.784640 -3.440590 -0.101993 0.0 0.0 0.0 -0.001
H -0.374041 -2.690812 3.827986 0.0 0.0 0.0 0.000
H 0.348410 -4.592498 5.207001 0.0 0.0 0.0 0.000
H 0.146773 -6.902513 4.341405 0.0 0.0 0.0 0.000
H -0.807521 -7.290763 2.091550 0.0 0.0 0.0 0.000
H -1.545249 -5.398039 0.722439 0.0 0.0 0.0 0.000
H -2.954188 -0.294702 2.600221 0.0 -0.1 0.0 -0.001
H -5.059417 -0.114200 3.855784 0.0 0.0 0.0 0.000
H -6.534254 -2.084740 4.085851 0.0 0.0 0.0 0.000
H -5.855214 -4.248114 3.095327 0.0 0.0 0.0 0.000
H -3.742693 -4.439360 1.882265 0.0 0.0 0.0 0.000
H -1.274089 -5.474293 -2.282001 0.0 0.0 0.0 0.000
H -0.468643 -7.770335 -1.971500 0.0 0.0 0.0 0.000
H 1.575268 -8.205410 -0.651877 0.0 0.0 0.0 0.000
H 2.796689 -6.320105 0.385511 0.0 0.0 0.0 0.000
H 1.974982 -4.020159 0.096173 0.0 0.0 0.0 0.001
H 0.154654 -4.383465 -3.764078 0.0 0.0 0.0 0.001
H -0.300738 -3.782290 -6.088844 0.0 0.0 0.0 0.001
H -1.286010 -1.584853 -6.641966 0.0 0.0 0.0 0.000
H -1.764347 0.032768 -4.835063 0.0 0.0 0.0 0.000
H -1.311596 -0.572873 -2.487275 0.0 0.0 0.0 0.002
Br 2.518826 -2.079280 2.109734 0.0 0.0 -0.1 0.008
C 2.612942 -0.850442 3.587095 0.0 0.0 0.0 -0.002
Br 0.925352 0.021190 3.917205 0.0 0.0 0.0 0.000
H 3.348087 -0.092530 3.343396 0.0 0.0 0.0 0.001
H 2.875904 -1.417312 4.471290 0.0 0.0 0.0 0.000
C 3.071110 -3.884702 -4.913253 0.0 0.0 0.0 0.034
C 2.975680 -2.605465 -5.442449 0.0 0.0 0.0 -0.019
C 2.967773 -1.500888 -4.604849 0.0 0.0 0.0 0.026
C 3.070404 -1.658462 -3.221704 0.0 0.0 -0.1 0.084
C 3.146308 -2.951552 -2.705106 0.0 0.0 0.0 0.019
C 3.146825 -4.059089 -3.539442 0.0 0.0 0.0 -0.022
Ge 3.208720 -0.148564 -2.008717 0.0 -0.1 0.0 0.479
C 3.642413 1.496506 -2.960796 -0.1 0.1 0.0 0.141
C 4.833132 2.167243 -2.679455 0.0 0.0 0.0 0.028
C 5.158862 3.343358 -3.341668 0.0 0.0 0.0 -0.014
C 4.297932 3.867283 -4.293412 0.0 0.0 0.0 0.025
C 3.107581 3.211923 -4.581985 0.0 0.0 0.0 -0.020
C 2.780442 2.041617 -3.915057 0.0 -0.1 0.0 0.039
C 4.600408 -0.496250 -0.677770 0.0 0.0 0.0 0.050
C 5.556354 -1.492134 -0.878722 0.0 -0.1 0.0 0.032
C 6.572671 -1.699871 0.044213 0.0 0.0 0.0 -0.008
C 6.653657 -0.912171 1.182195 0.0 0.0 0.0 0.017
C 5.713885 0.087315 1.393829 0.0 0.0 0.0 -0.009
C 4.696783 0.286948 0.472962 0.0 0.1 0.0 0.042
H 3.086135 -4.743740 -5.571364 0.0 0.0 0.0 0.002
H 2.915487 -2.467723 -6.514463 0.0 0.0 0.0 0.001
H 2.919083 -0.510991 -5.039921 0.0 0.0 0.0 0.004
H 3.237981 -3.098116 -1.635659 0.0 0.0 0.0 0.006
H 3.209632 -5.054127 -3.115821 0.0 0.0 0.0 0.002
H 5.521289 1.767872 -1.942879 0.0 0.0 0.0 0.003
H 6.090408 3.846532 -3.117816 0.0 0.0 0.0 0.000
H 4.553191 4.781939 -4.811674 0.0 0.0 0.0 0.002
H 2.434383 3.614543 -5.328184 0.0 0.0 0.0 0.000
H 1.835451 1.555978 -4.130957 0.0 0.0 0.0 0.012
H 5.516872 -2.115269 -1.764015 0.0 0.0 0.0 0.007
H 7.306408 -2.476039 -0.129322 0.0 0.0 0.0 0.001
H 7.450274 -1.070491 1.896531 0.0 0.0 0.0 0.002
H 5.779926 0.716862 2.272668 0.0 0.0 0.0 0.000
H 3.968739 1.066432 0.670506 0.0 0.0 0.0 -0.023

16
Properties=species:S:1:pos:R:3:forces:R:3:lowdin_charge:R:1 method="wB97M-V/def2-TZVPD" smiles=CCC1(O)CC1 gap_ev=10.63 e_tot_ev=-7393.6907 max_force_ha_per_bohr=0.00579 homo_energy_ev=-9.62 molar_mass_g_mol=86.1 multiplicity=1 e_above_lowest_kcal_mol=24.78
C 2.096005 0.191608 0.075137 0.0 0.0 0.1 -0.095
C 0.776391 -0.198706 -0.590187 0.0 0.0 -0.1 -0.187
C -0.472345 -0.203941 0.274260 0.0 0.2 -0.2 -0.544
O -0.399046 -1.091784 1.361971 0.0 -0.3 -0.1 0.004
C -1.362146 0.958881 0.578475 0.1 0.2 0.1 -0.064
C -1.797699 -0.077803 -0.428573 -0.1 -0.1 -0.1 -0.080
H 2.934494 -0.127831 -0.555809 -0.1 0.1 0.1 0.070
H 2.204642 -0.292695 1.050805 0.0 0.1 -0.1 0.072
H 2.181917 1.274262 0.216059 -0.1 -0.2 0.0 0.072
H 0.867477 -1.231808 -0.961403 0.0 0.1 0.0 0.116
H 0.603808 0.418857 -1.479769 0.0 0.0 0.2 0.115
H -0.288903 -1.982728 1.004573 0.0 0.1 0.1 0.104
H -1.839919 0.898986 1.552779 0.1 0.1 -0.2 0.108
H -1.135510 1.966900 0.243800 0.1 -0.2 0.0 0.104
H -2.596154 -0.765494 -0.168139 0.1 0.1 0.1 0.104
H -1.767125 0.215839 -1.475734 0.0 -0.1 0.2 0.101

69
Properties=species:S:1:pos:R:3:forces:R:3:lowdin_charge:R:1 method="wB97M-V/def2-TZVPD" gap_ev=5.49 e_tot_ev=-44729.4995 max_force_ha_per_bohr=0.10573 homo_energy_ev=-11.58 molar_mass_g_mol=629.9 multiplicity=1 total_charge=+1 e_above_lowest_kcal_mol=6.97
Tl 0.079063 -0.389039 0.802415 0.1 0.3 -0.3 1.267
O -1.764749 0.915288 2.347225 1.6 0.3 0.5 -0.147
C -1.153810 1.317069 3.422240 -3.9 -2.4 -0.4 -0.293
C 0.296424 2.086188 3.281794 4.4 3.0 -1.2 -0.303
O 1.264377 1.503743 2.637293 -1.8 -0.6 0.5 -0.116
H -0.801355 0.504241 4.076891 0.3 -0.2 -0.1 0.139
H -1.845607 1.992713 3.937018 0.9 0.9 0.3 0.147
H 0.575476 2.405070 4.291522 -0.5 -1.1 0.7 0.138
H 0.055613 3.048646 2.804684 -1.0 -0.2 -0.6 0.128
C -2.061393 1.818849 -3.444067 -0.2 0.8 -0.2 0.006
C -1.748347 2.019835 -1.963452 -0.1 -1.5 0.6 -0.520
O -1.507530 1.059035 -1.239764 -0.1 -0.4 -0.1 -0.036
N -1.830121 3.252073 -1.431788 0.3 0.4 -1.0 0.011
C -1.796420 3.572758 -0.008645 0.3 -0.5 -0.9 -0.034
H -2.867893 2.483846 -3.759923 0.1 0.2 0.0 0.082
H -2.413443 0.824213 -3.702315 0.2 -0.2 0.6 0.079
H -1.198667 2.024290 -4.078870 0.1 0.1 0.1 0.073
H -1.799502 4.014521 -2.090319 -0.3 0.1 0.2 0.137
H -2.733390 4.105924 0.133401 0.3 0.3 0.8 0.094
H -0.866316 4.097006 0.215582 -0.3 0.5 0.2 0.079
H -1.743817 2.655660 0.574231 -0.4 -0.1 -0.2 0.058
C -2.875137 -3.845816 3.042311 -1.0 -1.2 0.1 0.004
C -2.747262 -2.398741 2.718246 0.9 0.2 -0.5 -0.533
O -2.052671 -2.070725 1.754340 0.2 0.2 -0.1 -0.068
N -3.320010 -1.474538 3.501730 -0.6 0.9 1.1 0.032
C -4.226157 -1.668421 4.660973 1.0 0.2 -0.9 -0.040
H -2.759678 -4.477980 2.163583 0.2 0.4 -0.3 0.076
H -3.867255 -4.119648 3.408212 0.1 0.2 0.4 0.084
H -2.126545 -4.210208 3.746714 0.0 0.4 0.2 0.100
H -3.074578 -0.511202 3.331215 0.1 -0.2 -0.7 0.099
H -4.263993 -0.775110 5.282998 0.4 0.1 -0.1 0.082
H -3.745809 -2.451650 5.241480 -1.0 -0.4 0.3 0.086
H -5.241110 -1.773942 4.282934 -0.1 -0.8 0.4 0.089
C 2.868810 -4.085399 -1.293799 -0.3 0.6 0.0 0.018
C 1.676118 -3.947500 -0.382355 -0.3 1.0 0.4 -0.538
O 1.450255 -2.876382 0.168546 0.2 0.0 0.7 -0.058
N 0.856848 -5.001463 -0.262713 0.7 -1.3 -0.7 0.013
C -0.261913 -5.153635 0.615185 -1.7 -0.4 -0.5 -0.078
H 3.092612 -5.086836 -1.651145 -0.1 0.0 0.0 0.082
H 3.722908 -3.641964 -0.784501 0.0 -0.2 0.1 0.093
H 2.645419 -3.385996 -2.102945 0.1 -0.3 -0.3 0.077
H 0.939904 -5.627426 -1.048301 0.0 -0.4 0.4 0.137
H -0.826614 -6.061719 0.382309 0.4 -0.2 -0.6 0.089
H -1.008546 -4.388878 0.391906 0.2 0.4 0.8 0.080
H -0.055173 -5.349031 1.666426 0.5 0.9 0.1 0.093
C 2.237612 3.548767 -2.041243 -1.0 0.2 1.3 0.035
C 1.984393 2.766565 -0.724436 -0.3 0.1 -0.3 -0.498
O 1.438468 1.666855 -0.679060 0.0 -0.1 -1.0 -0.067
N 2.307357 3.309844 0.466947 0.4 0.1 0.0 0.021
C 2.756505 4.660762 0.770794 -0.1 -0.2 -0.7 -0.063
H 2.171335 4.616380 -1.821561 0.8 0.1 0.1 0.065
H 1.376182 3.466443 -2.704395 0.2 -0.9 -0.1 0.073
H 3.166935 3.246884 -2.514151 0.0 0.2 0.0 0.083
H 1.931561 2.688519 1.176940 0.4 0.3 0.4 0.091
H 2.849154 4.787006 1.845715 -0.4 0.1 0.0 0.087
H 2.039380 5.325463 0.286838 0.1 0.6 0.6 0.077
H 3.739529 4.909820 0.367837 0.0 -0.3 -0.1 0.087
C 0.180395 -0.809517 -3.968922 0.2 1.3 -2.0 0.002
C 1.309346 -0.705296 -2.966856 -1.3 0.3 1.0 -0.526
O 1.091427 -0.939517 -1.791171 0.5 -0.5 0.2 -0.050
N 2.506265 -0.319102 -3.484839 -0.7 0.2 -0.6 0.011
C 3.787598 -0.292416 -2.782846 -1.1 -0.3 0.5 -0.046
H -0.007195 0.111777 -4.543883 0.7 0.6 0.5 0.066
H -0.851933 -0.946246 -3.664315 0.4 -1.0 0.8 0.081
H 0.527874 -1.377228 -4.836073 -0.4 -0.9 0.4 0.089
H 2.290862 0.286951 -4.261910 1.0 -0.1 -0.3 0.129
H 4.415784 0.498144 -3.179821 0.1 -0.1 0.0 0.084
H 4.233363 -1.282932 -2.866398 0.4 0.2 -0.2 0.078
H 3.578788 -0.145649 -1.721688 0.1 0.3 0.0 0.082